{"formula": "C4H8N2O", "method": "ωB97M-V with the def2-TZVPD basis set", "lumo_ha": 0.022, "orbital_gap_ev": 8.1, "relative_energy_kcal_mol": 129.1, "homo_energy_ev": -7.49, "largest_force_ev_per_a": 4.98, "symbols": ["C", "C", "C", "C", "N", "N", "O", "H", "H", "H", "H", "H", "H", "H", "H"], "xyz": [[0.47461, -1.47980, -0.54566], [-0.81820, -1.09087, -1.29084], [0.87287, -0.19008, 0.09885], [-0.26814, 1.75828, 0.82283], [-0.08094, 0.37873, 0.97900], [1.17371, -0.14595, 1.38170], [-1.80365, -0.76685, -0.67308], [0.37237, -2.20458, 0.12519], [1.28319, -1.69886, -1.23026], [-0.96543, -0.18880, 1.04179], [-0.67069, -0.93776, -2.36456], [1.31427, 0.53475, -0.61461], [-0.76143, 2.10280, 1.71541], [0.77528, 2.11128, 0.58152], [-0.89780, 1.81769, -0.02729]]}

{"formula": "H20O10", "method": "ωB97M-V with the def2-TZVPD basis set", "lumo_ha": -0.019, "orbital_gap_ev": 9.6, "relative_energy_kcal_mol": 74.8, "smiles": "O.O.O.O.O.O.O.O.O.O", "homo_energy_ev": -10.17, "largest_force_ev_per_a": 2.55, "symbols": ["O", "H", "H", "O", "H", "H", "O", "H", "H", "O", "H", "H", "O", "H", "H", "O", "H", "H", "O", "H", "H", "O", "H", "H", "O", "H", "H", "O", "H", "H"], "xyz": [[1.40193, -1.11147, 1.14160], [1.20893, -0.36647, 1.71460], [1.72093, -1.69447, 1.79660], [3.44993, 0.24053, -0.16640], [3.64893, -0.32247, -0.93640], [2.69293, -0.19747, 0.28960], [-2.30307, 1.19653, 0.67860], [-2.17807, 1.87053, 1.36960], [-3.27207, 1.04153, 0.64660], [0.39993, 1.12353, 2.44060], [-0.07207, 1.61353, 1.75160], [1.17393, 1.67153, 2.39760], [2.61993, -2.70747, -0.56640], [3.50693, -2.62347, -0.18840], [1.99593, -2.36947, 0.05460], [1.39093, -0.88247, -2.67940], [0.64193, -0.96647, -2.04040], [1.93593, -1.65347, -2.57940], [-0.51807, -0.52547, -0.71240], [-0.13307, -0.92147, 0.12560], [-1.30207, -0.08047, -0.36140], [-2.47307, 0.35253, -2.70040], [-1.90007, -0.14747, -2.13340], [-1.93407, 0.46453, -3.48240], [-1.78707, -0.88947, 2.82660], [-1.74007, -0.21347, 2.17860], [-2.38207, -1.55947, 2.59060], [-1.67307, 3.23253, -1.49040], [-2.19507, 2.52453, -1.13740], [-1.92607, 3.90053, -0.82840]]}

{"formula": "C25H20Cl2NOPS4Tm", "method": "ωB97M-V with the def2-TZVPD basis set", "lumo_ha": [0.167, 0.166], "orbital_gap_ev": [3.5, 6.2], "relative_energy_kcal_mol": 10.2, "homo_energy_ev": [1.04, -1.66], "largest_force_ev_per_a": 2.17, "s2": 3.765, "total_charge": -2, "spin_multiplicity": 4, "symbols": ["Tm", "O", "N", "C", "C", "C", "C", "C", "S", "H", "H", "H", "H", "S", "C", "S", "S", "Cl", "C", "C", "C", "C", "C", "C", "P", "C", "C", "C", "C", "C", "C", "C", "C", "C", "C", "C", "C", "H", "H", "H", "H", "H", "H", "H", "H", "H", "H", "H", "H", "H", "H", "Cl", "C", "H", "H"], "xyz": [[1.02702, 0.19664, 1.86625], [0.47291, -0.44804, 3.75230], [-0.41610, 0.46057, 4.16398], [-0.12964, 1.22187, 5.23749], [-1.03835, 2.11486, 5.73477], [-2.28743, 2.22839, 5.11681], [-2.56882, 1.45102, 4.01921], [-1.61822, 0.55745, 3.50423], [-1.85500, -0.42600, 2.14253], [0.85565, 1.07223, 5.64690], [-0.76627, 2.72784, 6.58104], [-3.02390, 2.92597, 5.49472], [-3.51104, 1.51884, 3.49691], [1.47050, 5.08619, 2.73246], [1.35462, 3.43683, 2.50362], [0.21444, 2.75586, 1.38055], [2.31386, 2.31204, 3.38456], [0.74345, -2.55575, 1.40815], [0.90576, -3.08979, -0.25122], [1.29266, -4.37845, -0.49607], [1.41068, -4.83877, -1.81946], [1.13132, -3.93991, -2.87590], [0.73570, -2.65141, -2.62266], [0.57567, -2.15994, -1.28942], [0.40597, -0.40599, -0.89197], [-1.41920, -0.12274, -1.01553], [-2.33359, -1.15749, -1.15527], [-3.69618, -0.88890, -1.20595], [-4.15364, 0.41693, -1.12413], [-3.24455, 1.45836, -0.98579], [-1.88802, 1.19033, -0.92850], [0.90509, 0.43482, -2.43795], [0.02183, 0.61824, -3.50879], [0.46062, 1.16381, -4.70482], [1.78672, 1.53557, -4.86648], [2.67237, 1.36117, -3.80954], [2.23716, 0.82200, -2.61135], [1.49604, -5.03924, 0.33928], [1.72217, -5.85678, -2.01869], [1.23404, -4.27265, -3.90409], [0.53482, -1.98365, -3.45157], [-1.96823, -2.17692, -1.21265], [-4.40357, -1.70575, -1.29859], [-5.21707, 0.62649, -1.16804], [-3.59332, 2.48122, -0.89931], [-1.17979, 2.00343, -0.81308], [-1.01415, 0.32932, -3.40145], [-0.24171, 1.29758, -5.52070], [2.12827, 1.95990, -5.80361], [3.71122, 1.64922, -3.92140], [2.93153, 0.69402, -1.79314], [3.50084, -1.11951, -0.06575], [3.37747, -0.34129, 1.60122], [4.04687, 0.51820, 1.52705], [3.89048, -1.06825, 2.23885]]}

{"formula": "C14H46O16", "method": "ωB97M-V with the def2-TZVPD basis set", "lumo_ha": -0.019, "orbital_gap_ev": 9.0, "relative_energy_kcal_mol": 85.9, "smiles": "OCCO.OCCO.OCCO.OCCO.OCCO.OCCO.OCCO.O.O", "homo_energy_ev": -9.55, "largest_force_ev_per_a": 3.67, "symbols": ["O", "H", "H", "O", "H", "H", "C", "C", "O", "O", "H", "H", "H", "H", "H", "H", "C", "C", "O", "O", "H", "H", "H", "H", "H", "H", "C", "C", "O", "O", "H", "H", "H", "H", "H", "H", "C", "C", "O", "O", "H", "H", "H", "H", "H", "H", "C", "C", "O", "O", "H", "H", "H", "H", "H", "H", "C", "C", "O", "O", "H", "H", "H", "H", "H", "H", "C", "C", "O", "O", "H", "H", "H", "H", "H", "H"], "xyz": [[24.32000, -1.99000, 9.94100], [24.03700, -1.48500, 10.66800], [24.80100, -1.31500, 9.41800], [20.13100, -8.39900, 12.60600], [20.15200, -7.50200, 13.02700], [19.50300, -8.30500, 11.87400], [19.88700, -5.02200, 10.12100], [18.56500, -5.22000, 9.31300], [17.54400, -5.83500, 10.08000], [20.85600, -4.28000, 9.44200], [20.27800, -5.96400, 10.36400], [19.70500, -4.47300, 11.06400], [18.84800, -5.96300, 8.52700], [18.28400, -4.33200, 8.79000], [16.78200, -5.30000, 10.02400], [21.74600, -4.39400, 9.76300], [20.96700, -5.13800, 14.57600], [21.19500, -3.89400, 13.59900], [22.45200, -3.31600, 13.99900], [20.01100, -5.97700, 14.01700], [20.47800, -4.62800, 15.45400], [21.82600, -5.73600, 14.82100], [20.29400, -3.25000, 13.76000], [21.21900, -4.11900, 12.51200], [22.73100, -2.67400, 13.30400], [19.37000, -5.34900, 13.78100], [20.81200, 0.49100, 7.98900], [22.06800, -0.01300, 8.66400], [22.18000, -1.41400, 8.61200], [20.80600, 1.87500, 8.18200], [19.86100, 0.08100, 8.44600], [20.73000, 0.29300, 6.91300], [22.05200, 0.36700, 9.62900], [22.88000, 0.40800, 8.06600], [22.91100, -1.61900, 9.23700], [21.28900, 2.24500, 7.43500], [23.60700, -6.38800, 8.26300], [24.66600, -5.33700, 8.19400], [24.34800, -4.08500, 7.65200], [24.12800, -7.57700, 8.79900], [23.13300, -6.54700, 7.33600], [22.86400, -6.01900, 8.96600], [25.42800, -5.71500, 7.49900], [25.13700, -5.29500, 9.15900], [25.01800, -3.36500, 7.69700], [24.71300, -7.87600, 8.10800], [22.75800, -6.74600, 11.81600], [23.71100, -5.57700, 11.86600], [23.17000, -4.63600, 10.88000], [23.01800, -7.85900, 12.60300], [22.55200, -7.12400, 10.82000], [21.79400, -6.48700, 12.08900], [24.73300, -5.86200, 11.55900], [23.72000, -5.21300, 12.85700], [23.89100, -3.99000, 10.70100], [22.17800, -8.25700, 12.88500], [18.34300, -8.16500, 15.86300], [19.11700, -9.48200, 15.97600], [20.36600, -9.29400, 15.35200], [17.07500, -8.33000, 16.33500], [18.26800, -7.82300, 14.76400], [18.83400, -7.32400, 16.35900], [18.55900, -10.30500, 15.52100], [19.29400, -9.71800, 16.98400], [20.22200, -8.89800, 14.47100], [16.50500, -7.59800, 16.12300], [21.27800, -9.72500, 9.73400], [21.92700, -10.34500, 8.50400], [22.17900, -11.67600, 8.74300], [21.15900, -8.42000, 9.28800], [21.98500, -9.70100, 10.59800], [20.36400, -10.25600, 10.04700], [22.85700, -9.81700, 8.28400], [21.36900, -10.27400, 7.58700], [21.81600, -11.96400, 9.60200], [22.01400, -8.04600, 9.31000]]}

{"formula": "C3H5O3Sc", "method": "ωB97M-V with the def2-TZVPD basis set", "lumo_ha": -0.896, "orbital_gap_ev": 4.4, "relative_energy_kcal_mol": 0.0, "homo_energy_ev": -28.78, "largest_force_ev_per_a": 9.20, "total_charge": 4, "symbols": ["O", "C", "C", "H", "H", "H", "H", "O", "C", "O", "Sc", "H"], "xyz": [[-0.03966, -0.60399, 0.12559], [0.75488, 0.31910, -0.24425], [2.11274, 0.36609, 0.21863], [0.28344, 1.14774, -0.78957], [2.36641, -0.40633, 0.94788], [2.28538, 1.39048, 0.59773], [2.74354, 0.32041, -0.69049], [-1.91823, -1.37325, 0.89436], [-1.67840, -0.29787, 0.32833], [-2.19152, 0.32172, -0.55719], [-3.88135, 0.68153, -1.71563], [-0.83724, -1.86564, 0.88461]]}

{"formula": "C36H96O12", "method": "ωB97M-V with the def2-TZVPD basis set", "lumo_ha": 0.016, "orbital_gap_ev": 9.9, "relative_energy_kcal_mol": 63.6, "smiles": "CC(C)O.CC(C)O.CC(C)O.CC(C)O.CC(C)O.CC(C)O.CC(C)O.CC(C)O.CC(C)O.CC(C)O.CC(C)O.CC(C)O", "homo_energy_ev": -9.46, "largest_force_ev_per_a": 2.90, "symbols": ["C", "C", "C", "O", "H", "H", "H", "H", "H", "H", "H", "H", "C", "C", "C", "O", "H", "H", "H", "H", "H", "H", "H", "H", "C", "C", "C", "O", "H", "H", "H", "H", "H", "H", "H", "H", "C", "C", "C", "O", "H", "H", "H", "H", "H", "H", "H", "H", "C", "C", "C", "O", "H", "H", "H", "H", "H", "H", "H", "H", "C", "C", "C", "O", "H", "H", "H", "H", "H", "H", "H", "H", "C", "C", "C", "O", "H", "H", "H", "H", "H", "H", "H", "H", "C", "C", "C", "O", "H", "H", "H", "H", "H", "H", "H", "H", "C", "C", "C", "O", "H", "H", "H", "H", "H", "H", "H", "H", "C", "C", "C", "O", "H", "H", "H", "H", "H", "H", "H", "H", "C", "C", "C", "O", "H", "H", "H", "H", "H", "H", "H", "H", "C", "C", "C", "O", "H", "H", "H", "H", "H", "H", "H", "H"], "xyz": [[6.30179, -7.13905, 22.71695], [6.66568, -7.48554, 24.11438], [6.92960, -9.01746, 24.27263], [7.88210, -6.77413, 24.44986], [7.02543, -7.47907, 21.97612], [6.28670, -6.05028, 22.66754], [5.35136, -7.51280, 22.33601], [5.87221, -7.15395, 24.78412], [7.72378, -9.33774, 23.59824], [6.02219, -9.54482, 23.97834], [7.16399, -9.35412, 25.28249], [8.65746, -7.14305, 24.02057], [-0.44399, -3.79896, 25.17308], [-1.14531, -3.94554, 23.81398], [-0.53858, -2.84732, 22.91965], [-0.64120, -5.16897, 23.26645], [0.64113, -3.82980, 25.07478], [-0.62093, -4.66978, 25.80432], [-0.77330, -2.84586, 25.58692], [-2.23346, -3.99863, 23.77917], [0.54316, -2.96723, 22.85992], [-0.77317, -1.86956, 23.34042], [-0.97256, -2.90241, 21.92129], [-0.76749, -5.10579, 22.31689], [3.95313, -0.65166, 28.86056], [4.51161, -0.65916, 27.43240], [3.69973, -1.52289, 26.42815], [4.44214, 0.65010, 26.97308], [3.98855, -1.70016, 29.15635], [2.94264, -0.25382, 28.95409], [4.59753, 0.00861, 29.44096], [5.53986, -1.02041, 27.44982], [3.85222, -2.58710, 26.60785], [4.00055, -1.33353, 25.39774], [2.63996, -1.27422, 26.48432], [3.53216, 0.91793, 26.82545], [1.62019, 0.16827, 21.10684], [2.05487, 0.88021, 22.38977], [2.52861, 2.33621, 22.22378], [0.87190, 0.94775, 23.18571], [1.09947, 0.88992, 20.47742], [0.88340, -0.60414, 21.32730], [2.39283, -0.39373, 20.58216], [2.86203, 0.32287, 22.86514], [2.91125, 2.82512, 23.11969], [1.74435, 2.92151, 21.74373], [3.34918, 2.36709, 21.50696], [0.16983, 1.07301, 22.54305], [8.50628, 1.80630, 24.05174], [7.64712, 0.58058, 24.19329], [6.32011, 0.92907, 23.57210], [8.22884, -0.46937, 23.38043], [9.46997, 1.63033, 24.52969], [8.03891, 2.61470, 24.61401], [8.65959, 2.14386, 23.02673], [7.60485, 0.29424, 25.24416], [5.63892, 0.08747, 23.44638], [6.42240, 1.38061, 22.58531], [5.75092, 1.68726, 24.10994], [7.68687, -1.25255, 23.50079], [7.64156, -1.87824, 17.22273], [6.87962, -2.17951, 15.96521], [7.51942, -1.52943, 14.77939], [7.01355, -3.55842, 15.68633], [8.67412, -2.22573, 17.18894], [7.22280, -2.25699, 18.15509], [7.70503, -0.80269, 17.38789], [5.83532, -1.92666, 16.14845], [7.10103, -1.88174, 13.83656], [8.58996, -1.73226, 14.74978], [7.50362, -0.43960, 14.79054], [6.72300, -3.69667, 14.78187], [10.02601, -4.28964, 23.10153], [9.51980, -4.63398, 21.68453], [9.98143, -3.68514, 20.59484], [9.95638, -5.93715, 21.44149], [9.72628, -5.04409, 23.82889], [9.57740, -3.36079, 23.45379], [11.11071, -4.18975, 23.14115], [8.43359, -4.65845, 21.77198], [9.57876, -4.09337, 19.66785], [11.06539, -3.60438, 20.51362], [9.63835, -2.66507, 20.76762], [9.70282, -6.16497, 20.54405], [4.07054, -2.78207, 22.74493], [5.46717, -2.86454, 22.02299], [5.52689, -1.90944, 20.89038], [6.47073, -2.58440, 22.94145], [3.76492, -1.78343, 23.05704], [3.97906, -3.45828, 23.59493], [3.20070, -3.00354, 22.12652], [5.71389, -3.90575, 21.81534], [5.62283, -0.85864, 21.16371], [4.67305, -1.91590, 20.21289], [6.34093, -2.23260, 20.24154], [6.49494, -3.26704, 23.61600], [5.85508, -5.39928, 27.28237], [6.61074, -4.32783, 26.47413], [8.11831, -4.33062, 26.72617], [6.43254, -4.53600, 25.11058], [6.10834, -6.39674, 26.92316], [4.77690, -5.32071, 27.14285], [6.00140, -5.21086, 28.34594], [6.15574, -3.37567, 26.74700], [8.46668, -5.26453, 26.28509], [8.33129, -4.43876, 27.78967], [8.72480, -3.55020, 26.26659], [7.01664, -5.24677, 24.83628], [4.50250, 0.26626, 17.99312], [5.12420, 1.64472, 17.82796], [5.47663, 1.81635, 16.36899], [4.21365, 2.61637, 18.28511], [5.23793, -0.51612, 17.80568], [3.64080, 0.15800, 17.33445], [4.06813, 0.02497, 18.96328], [6.04714, 1.78317, 18.39109], [4.67207, 1.63886, 15.65535], [6.32384, 1.13860, 16.26418], [5.86203, 2.80231, 16.10930], [3.52972, 2.60605, 17.61151], [5.15740, -6.31943, 17.51676], [5.87377, -5.30187, 18.37594], [6.09998, -5.77595, 19.76351], [7.21030, -5.14277, 17.92345], [4.76269, -5.93509, 16.57623], [4.34008, -6.79673, 18.05738], [5.79135, -7.12599, 17.14842], [5.30899, -4.38152, 18.52449], [5.14905, -5.69455, 20.29002], [6.93341, -5.28684, 20.26775], [6.35730, -6.83465, 19.79589], [7.18076, -4.69843, 17.07299], [2.80848, -5.93536, 24.33128], [2.09993, -7.30740, 24.40832], [1.80979, -7.62935, 25.88419], [0.82293, -7.38404, 23.71993], [3.81531, -5.90089, 24.74745], [2.23880, -5.16845, 24.85609], [2.87195, -5.63848, 23.28440], [2.78559, -8.04612, 23.99327], [1.38318, -8.62350, 26.01753], [1.14375, -6.86344, 26.28152], [2.70430, -7.56857, 26.50406], [0.38765, -6.53108, 23.65220]]}